Record 1
ORCA calculation (wB97M-V/def2-TZVPD) on a molecular structure, C41H36AsN2OPPtS2.

```
85
Properties=species:S:1:pos:R:3
Pt -1.21284 1.02663 -2.21619
C 1.51554 3.09381 -0.81006
C 0.14587 3.67997 -0.71486
C -0.05539 5.03912 -0.50544
C -1.32997 5.55834 -0.52682
C -2.43703 4.71939 -0.77022
C -3.72127 5.25929 -1.02449
C -4.75724 4.65935 -1.73565
C -4.84076 3.39759 -2.25241
C -3.85394 2.30072 -2.07679
S -2.71526 2.49486 -3.46980
C -2.13472 3.34144 -0.83612
N -0.89876 2.85225 -0.85279
H 2.26854 3.86804 -0.68541
H 1.63172 2.61238 -1.78558
H 1.65431 2.33660 -0.03851
H 0.79711 5.68659 -0.36157
H -1.49046 6.61610 -0.38938
H -3.84353 6.30902 -0.79818
H -5.58908 5.30983 -1.98253
H -5.64404 3.15782 -2.93613
O -3.11992 2.38984 -0.83505
N -4.54916 1.00557 -1.99259
C -5.67243 1.02556 -1.21350
C -6.36629 -0.08633 -0.87396
C -5.88693 -1.35002 -1.28412
C -4.73074 -1.38438 -2.01104
C -4.03424 -0.22123 -2.39081
S -2.71730 -0.46147 -3.43371
H -5.97519 2.00894 -0.88754
H -7.26218 -0.00128 -0.28283
H -6.41218 -2.25341 -1.02163
H -4.30535 -2.31509 -2.35390
C 1.88654 -0.97906 -1.36658
C 2.26206 -2.12922 -0.44633
As 4.21140 -2.41732 -0.07217
C 4.69044 -0.61904 0.56362
C 4.85374 0.37160 -0.40272
C 5.23330 1.65475 -0.05435
C 5.49720 1.96129 1.27019
C 5.38796 0.97438 2.23474
C 4.98875 -0.30371 1.88413
C 3.95387 -3.29254 1.67021
C 3.10683 -2.81374 2.66448
C 3.01689 -3.45527 3.88655
C 3.76808 -4.59138 4.13481
C 4.61081 -5.08442 3.15351
C 4.70050 -4.43589 1.93407
P 0.09985 -0.52782 -1.14972
C -0.07239 -0.04940 0.59272
C -1.39933 0.08610 1.00375
C -1.70147 0.57954 2.25609
C -0.67597 0.95313 3.11171
C 0.64334 0.84042 2.70627
C 0.95057 0.34028 1.45058
C -0.62684 -2.19765 -1.21013
C -0.78473 -2.75068 -2.47772
C -1.31926 -4.01487 -2.62523
C -1.71670 -4.73072 -1.50707
C -1.54700 -4.19116 -0.24356
C -0.99929 -2.92909 -0.08931
H 2.04213 -1.22774 -2.42112
H 2.46304 -0.07707 -1.14750
H 1.89349 -3.07515 -0.85509
H 1.77768 -1.99670 0.52046
H 4.69969 0.11994 -1.44718
H 5.34160 2.41073 -0.81870
H 5.80439 2.95967 1.54599
H 5.62745 1.19877 3.26521
H 4.92173 -1.06591 2.65040
H 2.51678 -1.91871 2.50369
H 2.36444 -3.06000 4.65341
H 3.70002 -5.08813 5.09206
H 5.20344 -5.96856 3.34056
H 5.36547 -4.81517 1.16525
H -2.19049 -0.18844 0.31239
H -2.73345 0.68304 2.55969
H -0.90339 1.35211 4.08841
H 1.44483 1.14682 3.36392
H 1.98835 0.28102 1.14411
H -0.49307 -2.17008 -3.34117
H -1.44358 -4.43555 -3.61114
H -2.15271 -5.71335 -1.61989
H -1.84291 -4.75667 0.63066
H -0.87097 -2.51920 0.90260
```

## Properties
multiplicity = 1
F_max = 2.2 eV/Å
relative energy (zero: lowest compared OMol25 entry of this formula, charge and spin) = 45.04 kcal per mole
electronic energy = -143172.5327 eV
LUMO energy (alpha / beta) = -0.63 / -0.63 eV

---

Record 2
ORCA calculation (wB97M-V/def2-TZVPD) on a molecular structure, C41H36BrGe2N2O2S4SbTi.

```
90
Properties=species:S:1:pos:R:3
Ti -1.38874 1.18100 0.41114
S -0.93561 -1.74194 -3.00818
C 0.14575 -3.08512 -2.74955
C 0.15449 -4.28975 -3.41310
C 1.10253 -5.26556 -3.08293
C 2.00463 -4.99215 -2.06384
C 1.99357 -3.78508 -1.37576
C 1.06447 -2.76775 -1.69781
N 0.95072 -1.57703 -1.09559
C -0.14269 -0.80500 -1.53445
C 0.22876 0.56343 -2.13953
C -0.79108 1.19246 -2.86457
C -0.60456 2.39062 -3.52165
C 0.63544 3.00444 -3.45914
C 1.64684 2.39533 -2.74050
C 1.48545 1.17282 -2.07198
H -0.57535 -4.47824 -4.19339
H 1.11910 -6.21546 -3.60311
H 2.73754 -5.74242 -1.78304
H 2.69963 -3.63103 -0.57125
H -1.75887 0.71383 -2.91410
H -1.42095 2.83601 -4.07914
H 0.81434 3.94986 -3.95873
H 2.60739 2.89612 -2.69609
S 0.88372 4.63320 3.36218
Sb -1.02311 3.80233 2.45421
S -0.39501 3.25746 0.11934
S -1.22424 1.19352 2.79220
C 4.44248 0.53252 -2.74011
Ge 3.20346 0.72339 -1.20626
C 3.77571 -0.74147 -0.05521
C 3.69935 2.37665 -0.25907
Ge 0.68265 0.13277 1.76131
C 2.11152 0.41573 3.13237
C 2.74069 1.65541 3.23380
C 3.75502 1.87603 4.15537
C 4.17998 0.84526 4.98223
C 3.57270 -0.39933 4.88639
C 2.54676 -0.60906 3.97253
C 0.14273 -1.74105 2.26417
C 0.90284 -2.79759 1.75725
C 0.60694 -4.12194 2.05054
C -0.47163 -4.42656 2.86911
C -1.23921 -3.39452 3.38718
C -0.93153 -2.07197 3.08988
H 5.47741 0.59487 -2.39356
H 4.28073 1.29431 -3.50400
H 4.29153 -0.44810 -3.19705
H 4.82493 -0.53189 0.17771
H 3.70572 -1.67803 -0.59705
H 3.23076 -0.82066 0.88064
H 3.91500 3.19339 -0.94950
H 4.58913 2.19061 0.34617
H 2.89303 2.70417 0.39771
H 2.41662 2.48292 2.61727
H 4.20063 2.86139 4.22711
H 4.97526 1.01102 5.70081
H 3.89280 -1.21285 5.52860
H 2.07934 -1.58530 3.92304
H 1.72503 -2.58528 1.08962
H 1.20688 -4.91195 1.61268
H -0.72185 -5.45899 3.08748
H -2.09610 -3.61526 4.01422
H -1.55828 -1.29138 3.50313
Br -7.64127 5.70485 -0.50204
C -5.90190 5.16714 -1.06011
C -5.27090 5.87629 -2.06763
C -4.00206 5.48169 -2.47149
C -3.38593 4.38565 -1.88860
C -4.03941 3.69372 -0.87810
C -5.29904 4.08562 -0.44444
C -3.36451 2.52188 -0.24520
O -3.32653 2.35798 0.99186
O -2.79702 1.68322 -1.00873
H -5.76161 6.72471 -2.52445
H -3.49301 6.03696 -3.24914
H -2.39639 4.06242 -2.18605
H -5.78602 3.55489 0.36213
N -1.17652 -0.51609 -0.49089
C -2.08300 -1.48239 -0.05987
C -3.22894 -1.05877 0.63700
C -4.19626 -1.94995 1.06728
C -4.05257 -3.30914 0.82936
C -2.90133 -3.74775 0.18716
C -1.92610 -2.86463 -0.24208
H -3.39534 -0.01122 0.87881
H -5.06073 -1.57145 1.60057
H -4.80791 -4.01292 1.15790
H -2.74126 -4.80826 0.02761
H -1.02759 -3.25761 -0.68897
```

## Properties
multiplicity = 1
F_max = 1.2 eV/Å
relative energy (zero: lowest compared OMol25 entry of this formula, charge and spin) = 53.34 kcal per mole
charge = -2
electronic energy = -306251.4007 eV
LUMO energy = 3.37 eV

---

Record 3
ORCA calculation (wB97M-V/def2-TZVPD) on a molecular structure, C41H36N4O2PSe2Ti.

```
87
Properties=species:S:1:pos:R:3
Ti 0.08701 0.16945 -0.00466
C 3.67824 -1.11569 -2.02687
C 4.09508 -0.14757 -0.96173
C 5.33738 0.46179 -1.03259
C 5.77171 1.31962 -0.03958
C 4.94403 1.58874 1.03186
C 3.68864 1.00361 1.13853
C 2.84195 1.29512 2.33723
C 3.25863 0.13021 0.13211
N 2.03059 -0.57083 0.24296
C 2.17981 -1.87957 0.46327
O 3.21718 -2.50560 0.68347
C 0.86125 -2.59395 0.38061
C 0.69986 -3.95946 0.58588
C -0.56145 -4.50298 0.40679
C -1.61405 -3.67257 0.04879
C -1.37123 -2.31575 -0.11992
N -0.15210 -1.81488 0.02737
C -2.39873 -1.31083 -0.56977
O -3.56533 -1.66004 -0.75292
N -1.84756 -0.10625 -0.73983
C -2.59582 0.84803 -1.45645
C -3.08401 0.54753 -2.73925
C -2.75104 -0.74421 -3.41943
C -3.85679 1.49060 -3.39986
C -4.11792 2.72838 -2.84508
C -3.59367 3.04272 -1.60465
C -2.84531 2.11267 -0.90059
C -2.36987 2.41365 0.48396
H 4.31061 -1.00558 -2.90455
H 3.77630 -2.13463 -1.65079
H 2.63726 -0.95929 -2.32076
H 5.97841 0.23411 -1.87274
H 6.75214 1.77270 -0.09979
H 5.27089 2.25373 1.81803
H 2.72214 2.37247 2.46957
H 1.85974 0.83277 2.24162
H 3.31270 0.90531 3.23825
H 1.56185 -4.54825 0.86195
H -0.72130 -5.56397 0.53161
H -2.61180 -4.04277 -0.11830
H -1.70069 -0.99404 -3.24796
H -3.35584 -1.56243 -3.02676
H -2.92470 -0.65932 -4.48985
H -4.25231 1.24202 -4.37431
H -4.72227 3.44559 -3.38078
H -3.78413 4.01194 -1.16094
H -2.65656 3.41923 0.78671
H -2.80810 1.69020 1.17717
H -1.27314 2.31626 0.56079
Se 0.64615 1.04298 -2.40744
P 1.28659 2.36816 -0.75230
Se -0.10663 3.01798 3.32120
C 0.46179 3.96994 -1.15108
C -0.06964 4.72484 -0.11398
C -0.62710 5.96131 -0.38130
C -0.62396 6.45219 -1.67462
C -0.06477 5.71303 -2.70555
C 0.47277 4.46809 -2.44832
C 2.93730 3.02517 -1.24835
C 3.59476 2.70343 -2.42433
C 4.80172 3.30974 -2.72740
C 5.36312 4.22583 -1.85505
C 4.70544 4.54960 -0.67916
C 3.49815 3.95353 -0.37662
H -0.03896 4.35216 0.90280
H -1.05262 6.53973 0.42681
H -1.06606 7.41547 -1.88055
H -0.04299 6.11360 -3.70920
H 0.90761 3.87192 -3.24192
H 3.15743 1.98544 -3.10683
H 5.30753 3.06187 -3.64928
H 6.30983 4.69213 -2.09068
H 5.13366 5.26719 0.00760
H 2.97836 4.20608 0.53970
N -0.44452 0.22661 1.67841
C -0.49792 0.24684 2.94994
C -1.19801 1.33719 3.67949
C -1.20922 1.26441 5.13328
C -0.51189 0.32649 5.80867
C 0.17503 -0.69910 5.09839
C 0.17499 -0.75516 3.74796
H -2.16408 1.58948 3.24131
H -1.73470 2.06152 5.64091
H -0.47530 0.32164 6.88875
H 0.71386 -1.44739 5.66393
H 0.70895 -1.53121 3.20874
```

## Properties
multiplicity = 1
F_max = 1.7 eV/Å
charge = -1
electronic energy = -216259.4341 eV
LUMO energy = 1.48 eV